[1]
A molecular structure, C37H35N4O2OsSe3Si at a distorted geometry. Source: OMol25; level of theory: wB97M-V/def2-TZVPD.

net charge	+1
orbital gap (alpha / beta)	4.34 / 4.92	eV
maximum force	3.879	eV/Å
highest occupied orbital energy (alpha / beta)	-8.2 / -10.6	eV
<S²>	6.054
spin multiplicity	5

Each line ends with the Löwdin spin population.
Geometry (Å):
Os1 0.7177 0.2099 0.0193  1.233
Se1 4.5158 0.2571 0.2005  0.420
Se2 2.5991 -0.8264 1.3545  0.314
C1 2.4318 0.7425 2.4534  0.027
C2 3.0860 1.1659 3.6206  0.012
C3 2.7019 2.3570 4.2271  0.002
C4 1.6595 3.0416 3.6130  0.016
C5 0.9814 2.5410 2.5158  0.011
N1 1.4065 1.4159 1.9189  0.071
C6 3.4622 0.4166 -1.4460  0.035
C7 4.2523 0.2082 -2.6191  0.018
C8 3.7797 0.7468 -3.8350  0.031
C9 2.5164 1.3944 -3.7590  0.014
C10 1.7302 1.3831 -2.6045  0.032
N2 2.1863 0.8923 -1.4043  0.043
H1 3.8704 0.5574 4.0190  0.001
H2 3.0818 2.6099 5.2527  0.000
H3 1.1943 3.8802 4.1163  0.001
H4 0.1329 3.0625 2.1034  0.001
H5 5.2503 -0.2442 -2.4942  0.004
H6 4.3447 0.7584 -4.7227  0.001
H7 2.1658 1.9715 -4.6126  0.000
H8 0.7226 1.8018 -2.5456  0.002
O1 -0.4022 -0.9588 1.4350  0.336
N3 -0.1450 -1.0999 2.6775  0.137
N4 -0.9783 -1.8863 3.3487  0.118
O2 -1.7346 -2.7154 2.7817  0.421
C11 -0.9349 -1.8658 4.7846  -0.001
C12 -1.8710 -2.5871 5.5517  0.017
C13 -1.8266 -2.5764 6.9404  0.000
C14 -0.8176 -1.9223 7.6204  0.023
C15 0.1064 -1.2043 6.8392  -0.003
C16 0.0332 -1.0856 5.4687  0.020
H9 -2.6213 -3.1194 4.9864  0.002
H10 -2.6095 -3.0850 7.5179  0.000
H11 -0.7749 -1.9274 8.7038  0.001
H12 0.9756 -0.8343 7.3605  -0.001
H13 0.6994 -0.3671 4.9400  0.001
C17 -0.8137 4.4736 -5.9023  0.001
C18 -0.9148 4.0614 -4.4384  0.006
C19 -1.9757 3.3354 -3.9625  0.000
C20 -2.0812 2.8502 -2.6459  0.013
C21 -3.2133 1.8787 -2.2188  0.011
C22 -0.9539 3.1473 -1.7898  0.034
Se3 -0.6982 2.1710 -0.1360  0.389
C23 -0.0996 4.2380 -2.1156  0.011
C24 0.8635 4.8984 -1.1929  0.008
C25 -0.1127 4.6652 -3.4679  -0.001
H14 0.0867 4.0943 -6.3411  0.000
H15 -0.7658 5.6150 -5.9860  0.000
H16 -1.7093 3.9886 -6.3811  0.000
H17 -2.7062 3.0469 -4.6793  0.000
H18 -3.8111 1.4899 -3.0527  0.000
H19 -3.9595 2.4000 -1.5769  0.000
H20 -2.7812 1.0519 -1.5925  0.007
H21 0.9480 5.9514 -1.3765  0.000
H22 1.7874 4.3907 -1.3261  0.000
H23 0.5562 4.8293 -0.0671  0.004
H24 0.6575 5.3587 -3.7665  0.000
C26 -4.7881 -2.7683 -1.2706  0.000
C27 -4.2602 -2.1098 -0.1219  0.000
C28 -2.9442 -1.6759 -0.0470  0.001
C29 -2.0345 -1.9922 -1.1375  -0.001
C30 -2.5905 -2.6222 -2.2311  0.001
C31 -3.9515 -3.0255 -2.3134  0.000
Si1 -0.1320 -1.6486 -1.2268  0.091
C32 0.7653 -3.2505 -0.8683  0.011
C33 0.2995 -4.0040 0.2681  0.005
C34 0.8789 -5.2288 0.5167  0.001
C35 1.9782 -5.6644 -0.2317  0.003
C36 2.3621 -4.9481 -1.3401  0.001
C37 1.7360 -3.6891 -1.6714  0.005
H25 -5.8549 -3.0073 -1.2449  0.000
H26 -4.8932 -1.9382 0.7552  0.000
H27 -2.6382 -1.1585 0.8618  0.000
H28 -1.9667 -2.9223 -3.1069  0.001
H29 -4.2653 -3.6443 -3.2056  0.000
H30 0.2958 -1.3191 -2.6529  0.033
H31 -0.5175 -3.6345 0.8812  0.001
H32 0.5969 -5.8168 1.3730  0.000
H33 2.5210 -6.5839 0.0672  0.000
H34 3.2980 -5.2341 -1.8181  0.000
H35 1.9139 -3.1578 -2.5471  0.001


[2]
A molecular structure, C35H27N11OSW at a distorted geometry. Source: OMol25; level of theory: wB97M-V/def2-TZVPD.

energy above the lowest of the compared OMol25 structures with the same formula, charge and spin	21.82	kcal/mol
net charge	+2
orbital gap (alpha / beta)	6.76 / 6.33	eV
maximum force	3.093	eV/Å
highest occupied orbital energy (alpha / beta)	-13.2 / -13.7	eV
<S²>	2.018
spin multiplicity	3

Each line ends with the Löwdin spin population.
Geometry (Å):
W1 0.8953 -0.8357 1.2443  1.597
C1 0.3128 -5.3402 0.4324  0.008
C2 0.7554 -4.1642 1.0392  0.011
N1 0.6886 -3.0092 0.3604  0.006
C3 0.1181 -3.0187 -0.8658  0.001
C4 -0.3379 -4.2009 -1.4197  0.004
N2 -0.1832 -5.3176 -0.7898  0.004
C5 0.1654 -1.7515 -1.5873  0.019
C6 -0.1504 -1.5249 -2.9093  -0.005
C7 0.0615 -0.3096 -3.4963  0.021
C8 0.8014 0.6862 -2.8502  -0.005
C9 1.0935 0.4133 -1.5491  0.020
N3 0.7670 -0.7410 -0.9408  0.007
C10 1.9595 1.2859 -0.6769  0.017
C11 2.5654 2.5186 -1.0985  -0.003
N4 3.4874 3.1759 -0.3873  0.015
C12 3.8952 2.5228 0.7549  0.000
C13 3.2296 1.3853 1.2112  0.019
N5 2.2683 0.7586 0.4965  0.019
C14 -0.6639 -0.0615 -4.7792  0.002
C15 -1.9158 -0.6606 -4.9784  0.004
C16 -2.7196 -0.2852 -6.0286  0.000
N6 -2.3363 0.6100 -6.9231  0.004
C17 -1.1295 1.1595 -6.7177  -0.001
C18 -0.2235 0.7832 -5.7417  0.003
H1 0.4706 -6.3353 0.8355  0.000
H2 1.1788 -4.0377 2.0445  0.000
H3 -0.9276 -4.2819 -2.3646  0.000
H4 -0.6925 -2.3287 -3.4776  0.000
H5 0.9900 1.6604 -3.2948  0.000
H6 2.2671 2.9231 -2.0739  0.000
H7 4.6606 3.0188 1.3801  0.000
H8 3.5308 0.9883 2.1722  0.002
H9 -2.4579 -1.2258 -4.2664  0.000
H10 -3.7472 -0.6802 -6.0987  0.000
H11 -0.8365 1.8747 -7.4447  0.000
H12 0.7232 1.3170 -5.6147  0.000
N7 4.0062 -0.1928 4.1801  0.002
C19 2.9016 -0.7316 3.5800  0.016
S1 3.1182 -1.5371 2.0595  0.042
N8 1.7406 -0.5617 4.1143  0.020
N9 0.7251 -1.1278 3.3801  0.000
C20 -0.2724 -1.5330 4.0534  0.028
C21 -1.4508 -2.0423 3.4743  0.011
C22 -2.2691 -2.8009 4.3388  0.003
C23 -3.4569 -3.2901 3.9139  0.006
C24 -3.9329 -2.9557 2.6435  0.006
C25 -3.1716 -2.2337 1.7791  0.004
C26 -1.8665 -1.8278 2.1622  0.013
O1 -1.0465 -1.2892 1.2713  0.061
H13 4.8857 -0.4216 3.8151  0.000
H14 4.0577 0.0783 5.1297  0.001
H15 -0.1510 -1.5347 5.1450  0.000
H16 -1.9982 -2.9560 5.3762  0.000
H17 -3.9924 -3.9656 4.5704  0.000
H18 -4.9282 -3.2565 2.3368  0.000
H19 -3.5707 -2.0353 0.8062  0.000
N10 0.0936 1.1006 2.2258  0.002
C27 0.0918 2.3989 1.6814  0.004
C28 0.7420 3.3998 2.3247  -0.002
C29 0.8487 4.6798 1.6940  0.001
C30 0.1423 4.9489 0.5432  -0.002
C31 -0.5747 3.9171 -0.0804  0.000
C32 -1.1722 4.1229 -1.3527  0.000
C33 -1.6579 3.0189 -2.0224  0.001
C34 -1.6969 1.7816 -1.3379  0.000
N11 -1.2306 1.6017 -0.1340  0.009
C35 -0.5937 2.6258 0.4813  0.001
H20 -0.9056 0.7925 2.2797  0.002
H21 0.5222 1.1682 3.1774  0.004
H22 1.3507 3.2002 3.2197  0.000
H23 1.4083 5.4570 2.1345  0.000
H24 0.1929 5.9325 0.0674  0.000
H25 -1.2151 5.0404 -1.8227  0.000
H26 -1.9876 3.0995 -3.0073  0.000
H27 -2.2497 0.9576 -1.7979  0.000


[3]
A molecular structure, C6H15NO at a distorted geometry. Source: OMol25; level of theory: wB97M-V/def2-TZVPD.

energy above the lowest of the compared OMol25 structures with the same formula, charge and spin	120.60	kcal/mol
orbital gap	7.99	eV
maximum force	5.509	eV/Å
highest occupied orbital energy	-8.6	eV

Each line ends with the Löwdin charge.
Geometry (Å):
C1 1.3009 -0.0571 -1.3685  -0.273
C2 1.8715 -1.0996 -0.4331  -0.302
O1 0.8625 -2.0718 -0.1455  -0.121
C3 1.0561 -0.7144 -2.6998  -0.115
N1 -1.2086 -0.1510 0.5736  -0.051
C4 -2.2558 -0.2993 1.6440  -0.162
C5 -0.5564 0.6975 1.4379  -0.193
C6 -0.9027 2.1548 1.3639  -0.081
H1 0.3134 0.1809 -0.9788  0.063
H2 1.8612 0.8663 -1.4159  0.105
H3 2.7479 -1.6103 -0.9234  0.123
H4 2.2385 -0.6760 0.5102  0.093
H5 0.0564 -1.5435 0.1544  0.050
H6 1.8678 -1.4185 -2.9364  0.075
H7 1.0273 0.0071 -3.5099  0.062
H8 0.0996 -1.2835 -2.7019  0.089
H9 -1.9721 -1.0924 2.3407  0.080
H10 -3.1792 -0.6354 1.1397  0.085
H11 -2.6867 0.5875 2.1772  0.097
H12 0.5062 0.5767 1.7142  0.116
H13 -1.7643 2.2295 0.6993  0.085
H14 -1.2047 2.5400 2.3438  0.075
H15 -0.0789 2.8127 1.0144  0.099


[4]
A single C4H10O2 molecule. Source: OMol25; level of theory: wB97M-V/def2-TZVPD.

energy above the lowest of the compared OMol25 structures with the same formula, charge and spin	9.98	kcal/mol
orbital gap	10.92	eV
maximum force	0.662	eV/Å
highest occupied orbital energy	-10.1	eV
SMILES	CC(C)(O)CO

Each line ends with the Löwdin charge.
Geometry (Å):
C1 0.5470 -1.2349 0.8687  -0.029
C2 -0.0936 -0.1814 -0.0374  -0.614
C3 0.8492 0.1962 -1.1824  -0.025
O1 -1.3325 -0.6588 -0.5544  -0.022
C4 -0.4695 1.0713 0.7775  -0.219
O2 -1.1650 2.0063 0.0003  -0.050
H1 1.4269 -0.8272 1.3577  0.086
H2 -0.1627 -1.5518 1.6294  0.085
H3 0.8437 -2.1052 0.2855  0.084
H4 1.0195 -0.6585 -1.8355  0.083
H5 1.8041 0.5290 -0.7860  0.087
H6 0.4121 1.0041 -1.7646  0.085
H7 -1.1599 -1.4367 -1.0947  0.100
H8 -1.0779 0.7586 1.6385  0.128
H9 0.4308 1.5693 1.1411  0.132
H10 -1.8720 1.5197 -0.4436  0.089


[5]
A molecular structure, C36H36FI2N3O4SScSi. Source: OMol25; level of theory: wB97M-V/def2-TZVPD.

energy above the lowest of the compared OMol25 structures with the same formula, charge and spin	20.41	kcal/mol
net charge	-1
orbital gap	6.52	eV
maximum force	0.660	eV/Å
highest occupied orbital energy	-4.5	eV

Each line ends with the Löwdin charge.
Geometry (Å):
Sc1 0.1374 0.6926 -0.2477  1.009
I1 -6.1163 3.4253 4.0154  0.802
C1 -4.5405 2.9088 2.7484  -0.758
C2 -4.3946 3.5551 1.5307  -0.246
C3 -3.3417 3.1995 0.7052  -0.624
I2 -3.1195 4.1995 -1.1084  0.945
C4 -2.4113 2.1878 1.0381  -0.447
O1 -1.4367 1.8862 0.2404  -0.233
C5 -2.5791 1.5661 2.3037  -0.150
C6 -1.6488 0.4647 2.7675  -0.149
N1 -0.2497 0.7818 2.5160  -0.072
C7 0.2404 1.9172 3.2799  -0.134
C8 0.2780 3.2055 2.4876  -0.258
C9 -0.1054 4.4142 3.0551  -0.021
C10 -0.0294 5.5666 2.2919  -0.068
C11 0.4276 5.4762 0.9871  -0.065
C12 0.7880 4.2283 0.5054  -0.121
N2 0.7177 3.1179 1.2356  0.113
C13 -3.6356 1.9319 3.1283  -0.125
H1 -5.0848 4.3285 1.2249  0.072
H2 -1.8414 0.2965 3.8372  0.116
H3 -1.8744 -0.4646 2.2431  0.113
H4 0.3494 -0.0216 2.6376  0.105
H5 -0.3638 2.0794 4.1817  0.119
H6 1.2603 1.7025 3.6100  0.133
H7 -0.4851 4.4375 4.0693  0.111
H8 -0.3386 6.5192 2.7041  0.103
H9 0.4883 6.3453 0.3460  0.101
H10 1.1313 4.0981 -0.5155  0.106
H11 -3.7415 1.4398 4.0883  0.095
C14 -2.9939 -5.5702 -2.7093  -0.197
Si1 -1.5182 -4.9002 -1.7615  0.478
C15 -1.1491 -6.1050 -0.3811  -0.182
C16 -0.0932 -4.8753 -2.9562  -0.207
C17 -2.0486 -3.2589 -1.0307  -0.256
C18 -3.3998 -3.0474 -0.8110  -0.097
C19 -3.8748 -1.8295 -0.3236  -0.069
C20 -2.9457 -0.8411 -0.0962  -0.138
N3 -1.6293 -1.0193 -0.2411  -0.028
C21 -1.1505 -2.2135 -0.6726  -0.762
S1 0.5575 -2.3690 -0.7180  0.638
H12 -2.7086 -6.4976 -3.2144  0.025
H13 -3.3376 -4.8622 -3.4680  0.036
H14 -3.8394 -5.8000 -2.0555  0.020
H15 -0.9586 -7.1043 -0.7855  0.025
H16 -1.9932 -6.1702 0.3107  0.027
H17 -0.2690 -5.7902 0.1852  0.026
H18 -0.0629 -5.8276 -3.4963  0.025
H19 0.8499 -4.7142 -2.4371  -0.003
H20 -0.2017 -4.0645 -3.6817  0.031
H21 -4.1154 -3.8272 -1.0505  0.087
H22 -4.9273 -1.6407 -0.1656  0.095
H23 -3.2621 0.1449 0.2129  0.100
C22 4.7238 -3.3483 2.9673  -0.086
O2 5.5406 -2.3822 2.3286  -0.083
C23 4.9084 -1.4001 1.6328  -0.282
C24 5.7645 -0.5428 0.9076  -0.025
C25 5.2036 0.4448 0.1479  -0.037
C26 3.8096 0.6394 0.0728  -0.094
C27 3.2410 1.6726 -0.7663  -0.347
C28 4.1504 2.6259 -1.5078  -0.004
O3 2.0271 1.8280 -0.9168  -0.045
C29 2.9574 -0.2000 0.8395  -0.330
O4 1.6829 -0.0626 0.8527  -0.228
C30 3.5438 -1.2341 1.6163  0.056
H24 5.4004 -4.0954 3.3730  0.087
H25 4.0397 -3.8167 2.2571  0.097
H26 4.1448 -2.9019 3.7794  0.092
H27 6.8331 -0.6987 0.9544  0.107
H28 5.8582 1.0924 -0.4224  0.104
H29 4.7777 2.0828 -2.2173  0.089
H30 4.8086 3.1581 -0.8187  0.086
H31 3.5324 3.3354 -2.0516  0.083
H32 2.8622 -1.8868 2.1411  0.109
F1 -0.5572 1.5408 -6.5908  0.008
C31 -0.4119 1.3121 -5.2510  -0.305
C32 -0.5486 2.3690 -4.3774  -0.040
C33 -0.3943 2.1112 -3.0159  -0.162
C34 -0.1108 0.8431 -2.4977  -0.206
C35 0.0145 -0.1811 -3.4436  -0.132
C36 -0.1326 0.0357 -4.8146  -0.037
H33 -0.7736 3.3596 -4.7555  0.104
H34 -0.5132 2.9549 -2.3380  0.035
H35 0.2416 -1.1882 -3.1115  0.035
H36 -0.0325 -0.7692 -5.5334  0.104


> Which formula does entry 2 have?

C35H27N11OSW


> What is the formula in the fourth record?

C4H10O2


> What is the maximum force in the first record?

3.879 eV/Å


> maximum force of number 4 (C4H10O2)?

0.662 eV/Å